#a
# C4H10N2O2

2 unconnected molecules or ions with the total composition C4H10N2O2 (ωB97M-V with the def2-TZVPD basis set, the OMol25 dataset).

## Properties
Multiplicity: 1
Charge: 0
Kohn-Sham gap in eV: 4.87

Last column: natural (NBO) charge in e.
Element x y z (Å)
O (1.13, -1.28, -3.21)  -0.583
C (0.50, -0.57, -2.46)  0.688
O (-0.79, -0.18, -2.80)  -0.698
C (0.88, -0.16, -1.15)  0.144
C (0.05, 0.59, -0.24)  -0.473
C (-0.32, -0.03, 1.16)  -0.239
N (-1.14, 0.70, 1.97)  -0.581
N (2.01, -0.83, -0.62)  -0.760
H (-0.91, -0.29, -3.75)  0.499
H (-1.70, 1.22, 4.87)  0.006
H (-0.93, 0.77, -0.75)  0.248
H (0.35, 1.64, -0.16)  0.264
H (-0.61, -1.05, 0.83)  0.191
H (0.64, -0.07, 1.70)  0.196
H (-2.05, 0.58, 4.74)  -0.006
H (-2.13, 0.72, 1.72)  0.314
H (2.83, -0.24, -0.50)  0.393
H (2.18, -1.50, -1.37)  0.395



#b
# C4H10N2O2

2 unconnected molecules or ions with the total composition C4H10N2O2 (ωB97M-V with the def2-TZVPD basis set, the OMol25 dataset).

## Properties
Multiplicity: 1
Charge: 0
Kohn-Sham gap in eV: 10.52

Last column: natural (NBO) charge in e.
Element x y z (Å)
C (2.41, 0.29, -1.70)  -0.718
C (1.16, 1.10, -1.91)  0.664
N (0.65, 1.64, -0.77)  -0.840
O (0.62, 1.26, -2.98)  -0.621
H (2.18, -0.52, -1.02)  0.230
H (3.20, 0.90, -1.27)  0.229
H (2.74, -0.10, -2.65)  0.239
H (-0.20, 2.18, -0.84)  0.401
H (1.09, 1.58, 0.14)  0.417
C (-2.01, -1.22, 2.41)  -0.721
C (-1.04, -0.58, 1.43)  0.682
N (-1.29, -0.82, 0.12)  -0.830
O (-0.09, 0.08, 1.80)  -0.636
H (-1.80, -0.79, 3.39)  0.241
H (-1.78, -2.28, 2.47)  0.233
H (-3.07, -1.07, 2.20)  0.224
H (-0.71, -0.34, -0.56)  0.409
H (-2.07, -1.32, -0.26)  0.396



#c
# C4H10N2O2

2 unconnected molecules or ions with the total composition C4H10N2O2 (ωB97M-V with the def2-TZVPD basis set, the OMol25 dataset).

## Properties
Multiplicity: 1
Charge: 0
Kohn-Sham gap in eV: 9.82

Last column: natural (NBO) charge in e.
Element x y z (Å)
C (-0.41, -1.00, 2.19)  -0.432
N (-0.48, -0.72, 0.78)  -0.568
C (0.54, -0.39, 0.12)  0.729
N (1.86, -0.31, 0.48)  -0.840
O (0.37, -0.14, -1.29)  -0.563
C (-0.75, -0.76, -1.89)  -0.252
H (-1.42, -0.93, 2.58)  0.205
H (-0.03, -2.01, 2.36)  0.191
H (0.21, -0.29, 2.75)  0.170
H (2.06, -0.35, 1.47)  0.393
H (2.39, 0.34, -0.08)  0.408
H (-0.69, -1.86, -1.80)  0.188
H (-1.67, -0.41, -1.42)  0.188
H (-0.76, -0.45, -2.93)  0.185
C (-0.23, 2.22, -0.83)  0.305
O (0.48, 2.06, 0.14)  -0.520
H (-0.36, 2.14, -1.93)  0.144
H (-1.11, 2.88, -0.69)  0.069



#d
# C4H10N2O2

A molecular structure, C4H10N2O2 (ωB97M-V with the def2-TZVPD basis set, the OMol25 dataset).

## Properties
Multiplicity: 1
Charge: 0
Kohn-Sham gap (alpha / beta) in eV: 7.67 / 7.68

Last column: natural (NBO) charge in e.
Element x y z (Å)
C (-1.84, -0.14, 1.26)  -0.246
C (0.86, -0.42, 0.86)  0.472
O (-0.85, -0.90, 0.63)  -0.701
O (1.56, -1.44, 0.96)  -0.697
H (0.74, 0.30, 1.68)  0.139
H (-2.71, -0.78, 1.46)  0.176
H (-2.19, 0.71, 0.66)  0.145
H (-1.50, 0.26, 2.23)  0.154
C (0.47, 1.79, -0.59)  -0.620
N (0.49, -1.66, -1.57)  -0.421
C (0.92, 0.35, -0.62)  -0.207
N (0.04, -0.47, -1.41)  0.104
H (-0.18, -2.31, -1.97)  0.393
H (1.16, -2.01, -0.85)  0.425
H (1.95, 0.26, -0.98)  0.216
H (0.41, 2.20, -1.60)  0.220
H (-0.51, 1.87, -0.13)  0.225
H (1.18, 2.39, -0.02)  0.222



The most stable of them is #b.



#a
# C4H10N2O2

3 unconnected molecules or ions with the total composition C4H10N2O2 (ωB97M-V with the def2-TZVPD basis set, the OMol25 dataset).

## Properties
Multiplicity: 1
Charge: 0
Kohn-Sham gap in eV: 8.80

Last column: natural (NBO) charge in e.
Element x y z (Å)
C (-2.81, 0.90, -0.31)  1.052
C (1.66, -1.50, -0.58)  -0.444
C (-0.53, -2.30, 0.45)  -0.399
C (-0.34, -0.18, -0.28)  -0.129
N (0.96, 3.81, 0.64)  -1.086
N (0.31, -1.27, -0.05)  -0.397
O (-3.43, 0.10, 0.23)  -0.531
O (-2.23, 1.61, -1.00)  -0.535
H (1.82, -0.99, -1.52)  0.221
H (2.43, -0.97, 0.10)  0.209
H (2.04, -2.52, -0.67)  0.217
H (-0.30, -2.50, 1.53)  0.197
H (-1.62, -2.21, 0.28)  0.246
H (-0.19, -3.20, -0.03)  0.187
H (0.26, 0.60, -0.79)  0.103
H (0.07, 4.08, 1.28)  0.362
H (0.49, 3.60, -0.28)  0.365
H (1.40, 2.94, 1.00)  0.362



#b
# C4H10N2O2

C4H10N2O2 in the gas phase (ωB97M-V with the def2-TZVPD basis set, the OMol25 dataset).

## Properties
Multiplicity: 1
Charge: 0
Kohn-Sham gap in eV: 10.38

Last column: natural (NBO) charge in e.
Element x y z (Å)
H (0.99, -0.55, -2.75)  0.354
N (0.92, -0.84, -1.78)  -0.674
C (-0.16, -0.43, -1.23)  0.598
C (-1.21, 0.43, -1.86)  -0.708
O (-0.77, -1.15, -0.06)  -0.430
N (-0.11, -0.69, 1.12)  0.123
C (1.02, -1.58, 1.39)  -0.457
O (0.54, 0.62, 0.68)  -0.443
C (-0.06, 1.70, 1.39)  -0.261
H (-0.76, 1.08, -2.61)  0.221
H (-1.72, 1.02, -1.10)  0.234
H (-1.94, -0.22, -2.35)  0.242
H (0.64, -2.58, 1.57)  0.215
H (1.74, -1.61, 0.57)  0.221
H (1.53, -1.23, 2.30)  0.206
H (0.72, 2.28, 1.87)  0.184
H (-0.59, 2.34, 0.67)  0.172
H (-0.77, 1.39, 2.16)  0.203



The most stable of them is #a.



#a
# C7H17NO

2 unconnected molecules or ions with the total composition C7H17NO (ωB97M-V with the def2-TZVPD basis set, the OMol25 dataset).

## Properties
Multiplicity: 1
Charge: 0
Kohn-Sham gap in eV: 9.95

Last column: natural (NBO) charge in e.
Element x y z (Å)
C (-0.77, -0.83, 2.53)  -0.637
C (-0.97, -0.37, 1.03)  -0.201
N (-1.27, 0.98, 0.59)  -0.470
C (-1.32, 2.16, 1.44)  -0.414
C (-1.10, 1.34, -0.71)  0.696
C (-1.44, 0.36, -1.88)  -0.708
O (-0.75, 2.44, -1.12)  -0.618
H (-1.48, -0.37, 3.26)  0.206
H (0.17, -0.49, 2.93)  0.228
H (-1.21, -1.80, 2.41)  0.239
H (0.00, -0.66, 0.61)  0.195
H (-1.77, -0.99, 0.62)  0.190
H (-0.43, 2.76, 1.55)  0.211
H (-2.28, 2.70, 1.32)  0.213
H (-1.52, 1.82, 2.47)  0.195
H (-1.00, -0.63, -1.75)  0.207
H (-2.52, 0.24, -1.97)  0.225
H (-1.01, 0.84, -2.76)  0.242
C (2.16, -0.56, -1.31)  -0.626
C (3.06, -1.83, -1.31)  -0.614
H (2.56, 0.28, -0.73)  0.215
H (2.05, -0.04, -2.28)  0.212
H (1.15, -0.90, -1.10)  0.197
H (2.40, -2.67, -1.17)  0.200
H (3.72, -1.81, -0.44)  0.207
H (3.59, -1.96, -2.25)  0.210



#b
# C7H17NO

2 unconnected molecules or ions with the total composition C7H17NO (ωB97M-V with the def2-TZVPD basis set, the OMol25 dataset).

## Properties
Multiplicity: 1
Charge: 0
Kohn-Sham gap in eV: 10.39

Last column: natural (NBO) charge in e.
Element x y z (Å)
H (0.17, 1.61, 0.85)  0.348
N (1.00, 1.34, 0.31)  -0.643
C (1.32, 0.13, 0.38)  0.176
C (0.57, -1.06, 1.19)  -0.116
C (-0.90, -0.70, 1.37)  -0.620
C (0.70, -2.38, 0.43)  -0.617
C (1.28, -1.14, 2.54)  -0.605
H (2.12, -0.44, -0.07)  0.164
H (-1.02, 0.23, 1.93)  0.198
H (-1.41, -1.48, 1.93)  0.214
H (-1.40, -0.60, 0.41)  0.226
H (0.21, -3.19, 0.98)  0.217
H (1.74, -2.65, 0.29)  0.205
H (0.23, -2.30, -0.55)  0.225
H (0.83, -1.92, 3.16)  0.211
H (1.20, -0.19, 3.08)  0.211
H (2.33, -1.38, 2.41)  0.209
C (-0.84, 2.63, -2.61)  -0.641
C (-1.49, 1.35, -2.09)  -0.055
O (-0.63, 0.23, -2.20)  -0.731
H (-0.55, 2.50, -3.65)  0.210
H (-1.54, 3.46, -2.54)  0.210
H (0.05, 2.86, -2.02)  0.214
H (-1.80, 1.50, -1.04)  0.144
H (-2.38, 1.10, -2.67)  0.175
H (0.22, 0.48, -1.82)  0.472



The most stable of them is #b.



#a
# C7H17NO

2 unconnected molecules or ions with the total composition C7H17NO (ωB97M-V with the def2-TZVPD basis set, the OMol25 dataset).

## Properties
Multiplicity: 1
Charge: 0
Kohn-Sham gap in eV: 9.88

Last column: natural (NBO) charge in e.
Element x y z (Å)
C (0.68, -0.14, 1.11)  -0.648
C (0.65, 0.82, -0.05)  -0.222
N (-0.60, 1.51, -0.31)  -0.443
C (-0.75, 2.75, 0.38)  -0.424
C (-1.66, 1.06, -1.06)  0.677
C (-1.48, -0.18, -1.89)  -0.715
O (-2.66, 1.75, -1.13)  -0.623
H (0.27, -1.15, 1.00)  0.215
H (0.12, 0.11, 2.02)  0.221
H (1.67, -0.22, 1.56)  0.220
H (1.48, 1.51, -0.07)  0.207
H (0.86, 0.22, -0.94)  0.205
H (-0.22, 2.84, 1.34)  0.196
H (-0.15, 3.57, -0.05)  0.186
H (-1.75, 3.11, 0.55)  0.245
H (-1.57, -1.03, -1.20)  0.233
H (-0.49, -0.25, -2.35)  0.219
H (-2.04, -0.23, -2.81)  0.249
C (2.97, -2.87, 1.36)  -0.621
C (1.71, -3.68, 0.93)  -0.612
H (2.98, -3.03, 2.43)  0.208
H (3.93, -3.34, 1.13)  0.207
H (2.94, -1.87, 1.02)  0.207
H (1.23, -4.01, 1.85)  0.203
H (1.02, -3.14, 0.31)  0.202
H (2.00, -4.61, 0.43)  0.208



#b
# C7H17NO

2 unconnected molecules or ions with the total composition C7H17NO (ωB97M-V with the def2-TZVPD basis set, the OMol25 dataset).

## Properties
Multiplicity: 1
Charge: 0
Kohn-Sham gap in eV: 9.95

Last column: natural (NBO) charge in e.
Element x y z (Å)
C (-0.55, 2.10, -1.31)  -0.676
C (0.11, 0.70, -1.32)  -0.241
N (-0.72, -0.54, -1.42)  -0.452
C (-1.07, -0.85, -2.86)  -0.414
C (-1.61, -1.00, -0.40)  0.678
C (-1.57, -0.72, 1.05)  -0.696
O (-2.54, -1.75, -0.71)  -0.639
H (-1.46, 2.21, -2.01)  0.228
H (-0.07, 2.95, -1.89)  0.234
H (-0.60, 2.25, -0.19)  0.224
H (0.80, 0.61, -2.15)  0.199
H (0.91, 0.69, -0.52)  0.212
H (-0.12, -1.16, -3.29)  0.204
H (-1.98, -1.44, -2.85)  0.258
H (-1.18, 0.22, -3.28)  0.180
H (-0.73, 0.00, 1.18)  0.199
H (-2.55, -0.33, 1.32)  0.252
H (-1.29, -1.68, 1.49)  0.247
C (1.92, -0.32, 1.62)  -0.623
C (2.09, -0.29, 3.16)  -0.624
H (1.56, 0.66, 1.20)  0.191
H (2.94, -0.42, 1.24)  0.215
H (1.17, -0.95, 1.19)  0.216
H (3.13, -0.60, 3.41)  0.206
H (1.34, -0.97, 3.65)  0.209
H (2.06, 0.65, 3.70)  0.213



#c
# C7H17NO

2 unconnected molecules or ions with the total composition C7H17NO (ωB97M-V with the def2-TZVPD basis set, the OMol25 dataset).

## Properties
Multiplicity: 1
Charge: 0
Kohn-Sham gap in eV: 10.05

Last column: natural (NBO) charge in e.
Element x y z (Å)
C (1.75, 2.15, -1.83)  -0.635
C (0.27, 2.07, -1.50)  -0.203
N (-0.09, 0.83, -0.82)  -0.444
C (-0.08, -0.33, -1.67)  -0.422
C (-0.68, 0.70, 0.40)  0.687
C (-1.13, 1.99, 1.01)  -0.711
O (-0.85, -0.41, 0.86)  -0.626
H (1.99, 3.19, -1.93)  0.218
H (2.02, 1.65, -2.72)  0.215
H (2.41, 2.03, -1.02)  0.221
H (-0.16, 2.89, -1.02)  0.206
H (-0.28, 2.05, -2.46)  0.188
H (0.45, -0.16, -2.61)  0.198
H (0.48, -1.23, -1.36)  0.222
H (-1.07, -0.70, -1.94)  0.201
H (-0.59, 2.86, 0.66)  0.210
H (-2.18, 2.17, 0.84)  0.238
H (-0.98, 1.97, 2.07)  0.237
C (0.16, -3.11, 2.45)  -0.604
C (0.42, -3.17, 0.94)  -0.605
H (1.09, -3.26, 3.00)  0.189
H (-0.25, -2.13, 2.69)  0.222
H (-0.49, -3.92, 2.78)  0.193
H (-0.48, -2.86, 0.42)  0.213
H (0.68, -4.16, 0.57)  0.192
H (1.14, -2.41, 0.74)  0.199



The most stable of them is #c.